The following is a DFT calculation (ωB97M-V/def2-TZVPD) of a cluster of 3 separate species, C3H12O2S in total in a non-equilibrium geometry.

CARTESIAN COORDINATES (ANGSTROEM)
C1 2.20 0.15 -0.90
C2 0.74 -0.18 -1.27
S1 -0.21 1.39 -1.06
C3 -1.68 0.81 -0.14
H1 2.39 0.09 0.14
H2 2.36 1.23 -1.11
H3 3.05 -0.47 -1.50
H4 0.52 -0.93 -0.58
H5 0.63 -0.57 -2.33
H6 -2.10 1.57 0.60
H7 -2.51 0.33 -0.63
H8 -1.42 0.01 0.49
O1 -2.51 -2.62 0.26
H9 -2.18 -2.32 -0.60
H10 -1.79 -2.56 0.96
O2 1.74 -0.15 3.43
H11 1.04 -0.90 3.39
H12 1.92 -0.21 2.47

Values from the calculation:
Max |F| ... 3.4 eV Å⁻¹
Electronic energy ... -18234.496 eV
LUMO energy ... 0.004 Ha
SMILES ... CCSC.O.O